{
  "formula": "C7H25BN3O5PSi2",
  "method": "ωB97M-V with the def2-TZVPD basis set",
  "elements": ["C", "B", "O", "Si", "O", "Si", "P", "N", "O", "H", "H", "H", "H", "H", "H", "H", "H", "H", "H", "H", "C", "C", "O", "N", "C", "H", "H", "H", "H", "H", "H", "H", "C", "C", "O", "N", "C", "H", "H", "H", "H", "H", "H", "H"],
  "coordinates": [[-5.585, -4.723, -2.659], [-5.014, -3.821, -1.517], [-5.024, -4.300, -0.219], [-4.240, -1.932, -1.789], [-5.386, -0.777, -2.129], [-6.407, -0.772, -3.419], [-2.578, -2.054, -3.351], [-1.544, -0.857, -2.694], [-3.213, -1.188, -4.634], [-6.587, -4.379, -2.947], [-5.649, -5.771, -2.358], [-4.970, -4.631, -3.558], [-4.171, -4.284, 0.226], [-3.580, -1.521, -0.514], [-6.171, -1.981, -4.248], [-7.802, -0.791, -2.929], [-6.201, 0.433, -4.240], [-1.481, -0.947, -1.684], [-0.592, -0.988, -3.020], [-3.447, -1.823, -5.322], [1.133, 1.375, -1.498], [1.443, 0.083, -0.777], [0.937, -0.981, -1.116], [2.302, 0.140, 0.266], [2.990, 1.298, 0.810], [0.425, 1.163, -2.294], [0.690, 2.104, -0.819], [2.037, 1.812, -1.924], [2.464, -0.755, 0.702], [4.071, 1.164, 0.743], [2.730, 1.463, 1.852], [2.724, 2.189, 0.252], [4.277, 2.225, 5.284], [4.616, 3.014, 4.039], [3.813, 3.157, 3.131], [5.857, 3.563, 3.963], [6.928, 3.496, 4.934], [3.258, 1.863, 5.181], [4.949, 1.376, 5.409], [4.344, 2.849, 6.176], [6.019, 4.077, 3.111], [7.206, 4.493, 5.279], [7.814, 3.021, 4.509], [6.613, 2.916, 5.795]],
  "nbo_charge": [-1.03, 0.62, -0.91, 0.98, -1.23, 1.24, 0.77, -1.15, -0.98, 0.25, 0.24, 0.24, 0.51, -0.20, -0.22, -0.21, -0.19, 0.40, 0.39, 0.49, -0.73, 0.68, -0.67, -0.61, -0.41, 0.25, 0.23, 0.23, 0.40, 0.19, 0.22, 0.21, -0.72, 0.68, -0.64, -0.61, -0.41, 0.25, 0.23, 0.23, 0.40, 0.20, 0.20, 0.21],
  "multiplicity": 1,
  "charge": 0,
  "energy_ev": -48096.560
}

***

{
  "formula": "C7H25BeN12O9",
  "method": "ωB97M-V with the def2-TZVPD basis set",
  "elements": ["Be", "O", "C", "O", "O", "H", "C", "O", "N", "N", "H", "H", "H", "H", "C", "O", "N", "N", "H", "H", "H", "H", "C", "O", "N", "N", "H", "H", "H", "H", "C", "O", "N", "N", "H", "H", "H", "H", "C", "O", "N", "N", "H", "H", "H", "H", "C", "O", "N", "N", "H", "H", "H", "H"],
  "coordinates": [[0.461, -0.513, -0.617], [3.644, -3.877, 0.233], [2.965, -3.386, -0.849], [3.011, -3.986, -1.935], [2.270, -2.329, -0.715], [3.175, -3.187, 0.757], [-1.780, -0.814, 2.074], [-0.796, -1.273, 1.521], [-3.059, -1.129, 1.737], [-1.725, -0.105, 3.249], [-3.236, -1.885, 1.102], [-3.668, -1.015, 2.530], [-2.552, 0.412, 3.495], [-0.825, 0.254, 3.516], [2.324, 2.466, -1.462], [1.426, 1.639, -1.562], [3.627, 2.194, -1.746], [2.098, 3.656, -0.860], [4.254, 2.973, -1.641], [3.822, 1.299, -2.168], [2.885, 4.194, -0.542], [1.183, 3.796, -0.466], [-0.673, 2.466, 1.304], [-0.250, 1.484, 0.687], [-1.965, 2.751, 1.492], [0.185, 3.323, 1.915], [-2.683, 2.232, 1.020], [-2.203, 3.550, 2.053], [-0.083, 4.034, 2.569], [1.107, 2.909, 1.904], [3.271, 0.240, 1.452], [2.253, 0.141, 0.775], [4.426, 0.749, 0.972], [3.263, -0.023, 2.806], [4.394, 1.274, 0.118], [5.117, 0.911, 1.686], [2.401, -0.386, 3.170], [4.037, 0.370, 3.308], [-1.884, -3.338, -1.409], [-0.942, -2.557, -1.230], [-1.709, -4.549, -1.947], [-3.142, -2.999, -1.118], [-2.336, -5.301, -1.706], [-0.759, -4.878, -2.049], [-3.223, -2.067, -0.751], [-3.934, -3.556, -1.383], [-2.707, 0.282, -2.215], [-1.729, 0.252, -1.452], [-2.639, -0.205, -3.457], [-3.765, 1.125, -2.095], [-3.311, -0.068, -4.189], [-1.728, -0.481, -3.793], [-3.759, 1.799, -1.350], [-4.533, 1.135, -2.740]],
  "nbo_charge": [1.73, -0.69, 0.93, -0.72, -0.92, 0.48, 0.80, -0.68, -0.84, -0.83, 0.41, 0.39, 0.39, 0.41, 0.80, -0.72, -0.85, -0.83, 0.40, 0.44, 0.39, 0.42, 0.78, -0.70, -0.83, -0.86, 0.41, 0.40, 0.40, 0.42, 0.80, -0.74, -0.82, -0.84, 0.42, 0.39, 0.42, 0.39, 0.79, -0.72, -0.82, -0.84, 0.39, 0.43, 0.40, 0.41, 0.79, -0.73, -0.82, -0.83, 0.40, 0.42, 0.40, 0.40],
  "multiplicity": 1,
  "charge": 1,
  "energy_ev": -44372.684,
  "relative_energy_kj_mol": 339.0
}

***

{
  "formula": "C7H26BClN7O7P2",
  "method": "ωB97M-V with the def2-TZVPD basis set",
  "elements": ["C", "O", "C", "C", "C", "B", "P", "O", "Cl", "P", "N", "O", "O", "H", "H", "H", "H", "H", "H", "H", "H", "H", "H", "H", "H", "H", "H", "C", "O", "N", "N", "H", "H", "H", "H", "C", "O", "N", "N", "H", "H", "H", "H", "C", "O", "N", "N", "H", "H", "H", "H"],
  "coordinates": [[2.370, -3.224, 0.364], [2.413, -1.830, 0.544], [2.649, -1.081, -0.631], [2.040, 0.310, -0.521], [0.670, 0.463, -1.205], [-0.499, -0.585, -0.718], [-1.180, -0.021, 1.002], [-2.599, -0.819, 1.294], [-2.062, 1.853, 0.478], [-1.807, -0.888, -2.141], [-3.337, -0.915, -1.862], [-1.324, -2.314, -2.826], [-1.482, 0.163, -3.384], [1.773, -3.661, 1.158], [1.941, -3.481, -0.612], [3.383, -3.655, 0.417], [2.231, -1.606, -1.502], [3.738, -1.007, -0.784], [1.998, 0.582, 0.536], [2.738, 1.009, -0.998], [0.833, 0.388, -2.287], [0.331, 1.489, -1.025], [-0.005, -1.671, -0.471], [-2.434, -1.492, 1.964], [-3.842, -0.297, -2.486], [-0.365, -2.402, -2.748], [-0.882, -0.256, -4.010], [2.921, -6.392, 2.699], [2.122, -5.521, 2.425], [3.090, -6.864, 3.977], [3.726, -6.971, 1.752], [3.749, -7.575, 4.223], [2.519, -6.451, 4.690], [3.630, -6.637, 0.811], [4.397, -7.685, 1.955], [0.554, 5.166, 2.046], [1.655, 4.837, 1.641], [-0.611, 4.609, 1.624], [0.408, 6.164, 2.989], [-1.507, 4.906, 1.960], [-0.600, 3.855, 0.956], [1.245, 6.594, 3.329], [-0.480, 6.454, 3.350], [-4.527, 4.553, -1.785], [-5.169, 4.563, -0.750], [-5.021, 5.125, -2.940], [-3.289, 4.004, -1.908], [-4.528, 5.120, -3.811], [-5.934, 5.532, -2.891], [-2.873, 3.529, -1.124], [-2.769, 4.035, -2.763]],
  "nbo_charge": [-0.24, -0.55, -0.05, -0.42, -0.60, -0.77, 0.95, -0.98, -0.44, 2.05, -1.36, -1.01, -1.01, 0.22, 0.15, 0.14, 0.15, 0.15, 0.22, 0.18, 0.19, 0.21, 0.02, 0.48, 0.37, 0.48, 0.48, 0.77, -0.64, -0.86, -0.86, 0.38, 0.41, 0.41, 0.38, 0.77, -0.67, -0.84, -0.87, 0.39, 0.43, 0.40, 0.38, 0.77, -0.67, -0.86, -0.84, 0.38, 0.40, 0.43, 0.38],
  "multiplicity": 1,
  "charge": -1,
  "energy_ev": -64227.130
}

***

{
  "formula": "C7H26FN12O10P",
  "method": "ωB97M-V with the def2-TZVPD basis set",
  "elements": ["O", "P", "O", "C", "O", "O", "F", "H", "H", "N", "C", "N", "O", "H", "H", "H", "H", "N", "C", "N", "O", "H", "H", "H", "H", "N", "C", "N", "O", "H", "H", "H", "H", "N", "C", "N", "O", "H", "H", "H", "H", "N", "C", "N", "O", "H", "H", "H", "H", "N", "C", "N", "O", "H", "H", "H", "H"],
  "coordinates": [[7.206, 1.593, -0.180], [5.896, 1.626, -0.836], [6.010, 1.590, -2.484], [7.158, 1.256, -3.086], [7.411, 0.213, -3.578], [7.971, 2.388, -3.198], [9.208, 1.992, -2.645], [5.036, 0.565, -0.597], [5.160, 2.803, -0.684], [3.733, -0.815, 3.223], [3.289, 0.027, 2.241], [1.971, 0.353, 2.287], [4.048, 0.453, 1.381], [3.139, -1.184, 3.940], [4.702, -1.071, 3.202], [1.612, 0.988, 1.595], [1.347, 0.015, 2.995], [-0.849, 2.031, 3.898], [-0.080, 3.037, 3.393], [0.320, 3.982, 4.303], [0.233, 3.103, 2.215], [-1.121, 1.993, 4.862], [-1.228, 1.345, 3.264], [0.888, 4.735, 3.964], [0.080, 3.946, 5.275], [-4.454, 1.138, 0.531], [-3.794, 1.709, 1.571], [-3.879, 3.072, 1.661], [-3.153, 1.059, 2.386], [-4.974, 1.671, -0.138], [-4.425, 0.134, 0.431], [-3.375, 3.514, 2.406], [-4.384, 3.637, 1.006], [-5.836, -2.856, 1.866], [-6.228, -2.070, 0.818], [-7.542, -1.728, 0.791], [-5.432, -1.704, -0.039], [-6.461, -3.169, 2.583], [-4.868, -3.113, 1.909], [-7.864, -1.164, 0.018], [-8.196, -2.024, 1.490], [7.586, -2.925, -4.127], [7.154, -3.698, -3.087], [7.478, -5.030, -3.179], [6.526, -3.253, -2.145], [8.096, -3.296, -4.904], [7.381, -1.942, -4.100], [7.177, -5.625, -2.431], [7.995, -5.421, -3.942], [-6.729, 0.559, -3.022], [-7.564, -0.514, -2.895], [-7.402, -1.501, -3.820], [-8.405, -0.583, -2.011], [-6.025, 0.631, -3.731], [-6.838, 1.300, -2.357], [-7.996, -2.305, -3.742], [-6.713, -1.469, -4.546]],
  "nbo_charge": [-1.06, 1.77, -0.79, 0.98, -0.52, -0.15, -0.10, -0.04, -0.10, -0.85, 0.78, -0.84, -0.71, 0.38, 0.41, 0.43, 0.39, -0.86, 0.77, -0.85, -0.68, 0.38, 0.44, 0.41, 0.38, -0.84, 0.78, -0.85, -0.71, 0.38, 0.44, 0.41, 0.38, -0.85, 0.78, -0.85, -0.70, 0.39, 0.41, 0.44, 0.38, -0.85, 0.77, -0.86, -0.66, 0.38, 0.43, 0.40, 0.38, -0.84, 0.79, -0.84, -0.69, 0.39, 0.40, 0.41, 0.39],
  "multiplicity": 1,
  "charge": 0,
  "smiles": "O=[PH2]OC(=O)OF.NC(N)=O.NC(N)=O.NC(N)=O.NC(N)=O.NC(N)=O.NC(N)=O",
  "energy_ev": -58046.846,
  "relative_energy_kj_mol": 0.0
}

***

{
  "formula": "C7H26N10O7",
  "method": "ωB97M-V with the def2-TZVPD basis set",
  "elements": ["N", "C", "N", "O", "H", "H", "H", "H", "N", "C", "N", "O", "H", "H", "H", "H", "N", "C", "N", "O", "H", "H", "H", "H", "N", "C", "N", "O", "H", "H", "H", "H", "N", "C", "N", "O", "H", "H", "H", "H", "O", "C", "C", "O", "H", "H", "H", "H", "H", "H"],
  "coordinates": [[-9.944, -4.379, -16.569], [-9.527, -5.076, -17.673], [-10.267, -4.854, -18.801], [-8.608, -5.881, -17.627], [-9.299, -3.936, -15.941], [-10.889, -4.058, -16.463], [-11.230, -4.580, -18.800], [-9.882, -5.447, -19.539], [-6.307, -11.815, -23.696], [-5.965, -12.409, -22.515], [-6.485, -11.747, -21.437], [-5.348, -13.463, -22.486], [-6.801, -10.946, -23.671], [-5.824, -12.103, -24.524], [-6.884, -10.865, -21.714], [-6.024, -11.853, -20.549], [-8.569, -4.544, -22.927], [-8.403, -5.371, -21.865], [-7.135, -5.404, -21.368], [-9.335, -5.896, -21.272], [-7.769, -4.087, -23.329], [-9.422, -4.015, -22.963], [-6.970, -6.148, -20.689], [-6.337, -5.061, -21.873], [-3.423, -10.889, -18.730], [-3.504, -12.172, -18.287], [-2.307, -12.698, -17.850], [-4.539, -12.805, -18.204], [-4.272, -10.535, -19.151], [-2.644, -10.306, -18.500], [-2.386, -13.661, -17.582], [-1.429, -12.224, -17.924], [-7.020, -8.256, -17.806], [-6.688, -8.562, -19.093], [-7.541, -8.026, -20.008], [-5.863, -9.432, -19.361], [-6.506, -8.715, -17.080], [-7.659, -7.478, -17.692], [-8.134, -7.285, -19.667], [-7.638, -8.362, -20.951], [-7.951, -9.103, -22.950], [-7.245, -8.405, -24.001], [-5.882, -8.074, -23.483], [-5.163, -9.201, -23.041], [-8.716, -9.571, -23.295], [-7.311, -9.118, -24.831], [-7.785, -7.505, -24.306], [-6.101, -7.385, -22.648], [-5.315, -7.410, -24.147], [-4.567, -8.887, -22.354]],
  "nbo_charge": [-0.87, 0.80, -0.85, -0.70, 0.40, 0.39, 0.40, 0.43, -0.86, 0.77, -0.84, -0.66, 0.38, 0.40, 0.38, 0.42, -0.84, 0.78, -0.85, -0.69, 0.38, 0.41, 0.42, 0.39, -0.87, 0.77, -0.86, -0.66, 0.44, 0.38, 0.41, 0.38, -0.85, 0.78, -0.88, -0.72, 0.41, 0.43, 0.40, 0.43, -0.76, -0.09, -0.10, -0.70, 0.49, 0.17, 0.18, 0.16, 0.17, 0.48],
  "multiplicity": 1,
  "charge": 0,
  "smiles": "NC(N)=O.NC(N)=O.NC(N)=O.NC(N)=O.NC(N)=O.OCCO",
  "energy_ev": -36918.578,
  "relative_energy_kj_mol": 26.3
}